Here is an isolated molecule of C10H15N5O2 from the OMol25 dataset. Energies are from wB97M-V/def2-TZVPD.

The geometry in XYZ format:
```
32
Properties=species:S:1:pos:R:3:forces:R:3
H -2.934269 0.425741 0.028756 -0.09 0.03 0.02
C -0.329122 -1.709622 -0.347606 -0.02 -0.01 0.05
N 1.946029 -0.432665 1.809113 0.02 0.13 -0.02
C 0.289116 0.516306 -1.016341 -0.02 0.09 -0.04
C 0.635970 -0.825817 -0.837272 -0.66 0.40 0.03
H 4.008768 -1.938584 -2.204142 -0.02 -0.01 0.05
C -1.603576 -1.260532 -0.039651 0.15 -0.10 0.07
N 3.220344 0.253369 -0.044559 0.42 0.55 -0.43
H 2.156111 2.011027 2.354090 0.04 0.04 -0.02
C -3.790541 -1.848992 0.714679 -0.24 0.08 0.06
O -2.461483 -2.212214 0.446242 0.41 0.12 -0.17
N 4.128181 -1.384369 -1.373072 0.25 0.06 -0.05
H -3.240872 2.303303 -1.340738 0.03 0.01 0.04
C 2.613468 0.493127 1.059131 0.23 -0.52 0.37
H -2.455133 3.857840 -0.973546 -0.06 -0.07 0.03
H -4.285796 -2.762058 1.042586 -0.01 0.09 -0.02
H -3.854746 -1.100778 1.513151 0.00 -0.03 -0.05
C -2.503746 2.803545 -0.703726 -0.24 0.08 0.05
C -1.944026 0.078406 -0.211171 -0.49 0.13 0.09
C 2.992726 -0.819806 -0.863387 -0.41 -0.02 0.33
H -2.812794 2.716381 0.344392 0.01 -0.01 -0.06
H 4.966449 -0.834304 -1.299590 -0.04 -0.01 -0.02
H 1.006737 1.216748 -1.412913 0.07 0.08 -0.05
N 1.861135 -1.323858 -1.201831 0.38 -0.73 -0.32
H 3.175115 2.425455 1.042401 -0.04 -0.03 -0.04
N 2.800461 1.712036 1.643207 -0.18 0.11 0.16
C -0.987763 0.958536 -0.708620 0.27 0.06 0.01
H 1.663707 -1.278857 1.341672 -0.07 0.05 -0.01
H 1.335757 -0.116416 2.543134 -0.03 -0.03 -0.05
O -1.210653 2.297341 -0.910034 0.27 -0.39 -0.03
H -0.090450 -2.752320 -0.214612 0.04 -0.15 -0.05
H -4.295094 -1.467970 -0.179728 0.03 0.00 0.04
```
Positions in Å, forces in eV/Å.

Gap between HOMO and LUMO in eV: 8.31
Energy in eV: -22159.07010
Relative energy (zero: lowest compared OMol25 entry of this formula, charge and spin) in kcal/mol: 6.0
HOMO level in Ha: -0.2817

Löwdin atomic charge list, values in e, 5 entries:
1 H 0.087
2 C 0.018
3 N 0.184
4 C 0.027
5 C -0.322